# C5H4O

An isolated molecule of C5H4O (ωB97M-V/def2-TZVPD, the OMol25 dataset).

Summary:
LUMO level: 0.69 eV
energy above the lowest of the compared OMol25 structures with the same formula, charge and spin: 57.6 kcal/mol
SMILES string: C#CC#CCO

```
! wB97M-V def2-TZVPD RIJCOSX def2/J DEFGRID3
* xyz 0 1
C -0.218 -0.351 -0.280
C 2.149 0.560 0.213
H -1.855 -0.803 0.878
H -1.687 -1.844 -0.548
C 0.906 0.074 -0.149
C 3.184 0.987 0.659
O -2.525 -0.058 -0.958
C -1.611 -0.812 -0.197
H 4.070 1.372 1.113
H -2.412 0.874 -0.730
*
```

# C20H35NO12S

A cluster of 3 separate species, C20H35NO12S in total (ωB97M-V/def2-TZVPD, the OMol25 dataset).

Summary:
LUMO level: 0.41 eV
SMILES string: CCOC[C@H]1OS(=O)(=O)O[C@H]1CCCCN(C)C(C)=O.C[C@@H]1COC(=O)O1.C[C@@H]1COC(=O)O1

```
! wB97M-V def2-TZVPD RIJCOSX def2/J DEFGRID3
* xyz 0 1
S 1.399 1.050 -1.330
H 1.665 -5.170 3.060
C -1.559 4.089 -7.171
O 1.936 1.738 -2.445
N 3.003 -5.072 1.398
H -1.048 2.390 -5.061
C 2.746 -1.731 1.057
H 2.229 -8.050 -0.010
H 0.394 4.941 -4.207
C -1.797 5.282 3.698
H -1.870 5.994 4.521
C -3.790 -0.037 -0.023
C -1.410 -0.385 0.137
H -3.662 4.249 4.022
C 3.340 -2.894 0.239
H -1.767 -1.379 0.430
H 3.000 -6.327 3.125
H -5.273 0.667 1.392
H 4.829 -4.433 0.573
C 3.967 -4.006 1.086
O -2.352 3.015 3.041
H -0.924 0.065 1.004
H -2.176 5.759 2.796
H -1.118 3.412 5.494
H 0.991 -0.541 1.351
O 1.517 1.583 -0.017
O 4.362 -6.683 0.419
C -2.588 4.043 4.023
C 3.253 -6.300 0.703
O 1.918 -0.444 -1.341
H 4.347 -3.588 2.021
H -0.749 5.029 3.538
C 0.387 3.197 -6.454
H 2.553 -3.373 -0.349
H 1.493 -6.478 -0.448
C 0.056 3.920 -4.027
H 1.135 3.994 -6.473
C 2.722 -5.314 2.823
C -2.434 1.810 3.643
O -0.489 3.359 -7.574
H -3.751 -0.912 0.631
H -0.668 3.940 -3.214
H 3.313 -0.818 0.877
H -4.241 -0.343 -0.972
O -2.486 1.955 4.987
H -0.939 -1.149 -1.793
H 0.660 -2.259 1.201
H -3.895 1.744 1.133
H 1.313 -7.076 1.183
C -2.189 3.322 5.298
C 0.926 -1.268 -0.671
H 3.298 -4.619 3.431
C -0.554 3.343 -5.273
C 1.999 -7.047 0.335
C -4.592 1.070 0.642
O -1.555 4.223 -5.827
C -0.441 -0.572 -1.015
H 2.845 -1.967 2.119
O -2.378 4.544 -7.901
O -2.469 0.429 -0.287
H 0.877 2.229 -6.513
H 4.069 -2.524 -0.483
H -2.754 3.624 6.176
H -5.186 1.648 -0.065
O -0.104 0.689 -1.636
H 0.961 -2.226 -1.181
O -2.460 0.769 3.070
C 1.265 -1.439 0.801
H 0.903 3.309 -3.716
*
```

# CH6N4

An isolated molecule of CH6N4 in a non-equilibrium geometry (ωB97M-V/def2-TZVPD, the OMol25 dataset).

Summary:
LUMO level: 0.95 eV
energy above the lowest of the compared OMol25 structures with the same formula, charge and spin: 51.3 kcal/mol
SMILES string: N/N=C/NN

```
! wB97M-V def2-TZVPD RIJCOSX def2/J DEFGRID3
* xyz 0 1
N 0.829 0.161 -1.845
N -1.646 0.023 1.606
N -0.898 0.137 0.397
N 1.242 -0.048 -0.541
H 0.474 -0.702 -2.266
H 0.972 -0.607 1.374
H 2.040 -0.759 -0.544
H -2.602 0.408 1.300
C 0.333 -0.279 0.488
H -1.235 0.840 2.248
H 1.662 0.580 -2.355
*
```

# C21H46CrF2O25PS3V

A structure of composition C21H46CrF2O25PS3V in a non-equilibrium geometry (ωB97M-V/def2-TZVPD, the OMol25 dataset).

Summary:
LUMO level (spin up / spin down): -5.88 / -5.28 eV

```
! wB97M-V def2-TZVPD RIJCOSX def2/J DEFGRID3
* xyz 1 6
H 1.156 1.229 6.011
O -6.966 0.249 3.129
H -6.736 -4.390 0.683
H -2.938 1.598 2.924
F -0.587 -0.912 -0.827
C 6.474 3.179 -1.551
C 1.238 -3.056 -3.214
H -0.417 1.474 5.153
H 2.539 -3.191 0.917
O 2.276 3.139 -3.243
C -3.952 -0.087 -4.024
S 5.623 -2.481 2.528
H -8.910 -0.372 3.253
O -4.483 -0.290 -5.217
O 3.839 1.289 -2.151
H -0.331 -2.239 -4.539
O -4.766 -2.253 -0.480
H -8.268 -0.234 1.626
O 4.026 -2.062 2.389
H -3.908 2.923 2.270
H 6.368 2.585 -2.458
S 3.167 2.600 -2.178
H 1.836 -1.925 -0.083
H 0.714 2.628 5.006
C 0.544 -1.902 -3.984
H -2.100 -2.640 -0.141
O -2.980 0.005 -0.612
C 3.938 2.401 5.172
H 7.086 -1.002 3.668
H 5.373 -0.531 3.833
H 0.595 1.165 3.032
H 6.949 4.158 -1.630
V -1.850 2.623 -3.421
O -5.136 1.401 3.004
H -7.132 -3.261 -0.631
O 6.199 -2.619 1.194
S 3.293 2.229 3.426
H 6.274 -0.210 2.230
H 1.846 3.662 -0.480
O 1.968 -3.669 -4.273
H 2.962 2.567 5.628
O -3.027 0.708 -3.828
H 3.452 -2.755 -0.388
H 1.923 -2.598 -2.501
H -3.955 4.551 -0.478
H 4.594 3.270 5.216
O -4.793 4.122 -0.288
H 2.404 -0.891 -4.494
O 5.743 -3.604 3.540
C -2.130 -3.166 -1.096
O -3.409 3.228 -1.810
O -5.405 -4.423 -0.892
H 3.219 -2.973 -5.719
H -3.682 1.351 1.483
C -6.749 -4.255 -0.399
C 3.466 -1.299 1.334
H 1.260 2.016 -0.936
H -7.784 -1.617 2.595
H 1.610 -3.324 -6.221
O -4.916 2.019 -0.879
O -3.341 -3.953 -1.286
C 0.669 1.542 5.088
C -3.879 1.846 2.433
H -5.167 -0.932 -5.012
F -1.172 0.936 0.805
C 1.132 0.770 3.894
C 2.772 -2.301 0.332
C -5.966 0.554 2.338
H 0.163 -1.197 -3.245
C 2.119 2.619 -0.641
H 1.293 -1.098 -5.966
H 5.301 4.358 -0.074
O -5.848 0.272 1.082
O 2.264 3.227 3.056
C 6.157 -0.814 3.130
C -8.028 -0.556 2.640
H 7.144 2.540 -0.976
H 0.723 -0.220 4.092
O -4.565 -0.582 -3.038
O 4.263 3.789 -1.760
H -1.359 -3.928 -1.211
O -1.049 1.482 -1.675
H -7.315 -4.958 -1.010
O 4.320 1.890 2.489
Cr -5.051 -0.152 -0.930
H 0.612 -3.764 -2.670
P -1.519 0.437 -0.667
H 2.676 2.123 0.155
O 2.533 0.790 3.664
C 5.196 3.503 -0.743
C -4.364 3.106 -1.004
H 4.920 2.697 -0.063
O -0.664 1.949 -4.244
C -4.503 -3.437 -0.891
H 4.524 1.546 5.509
H 2.589 -0.859 1.810
C 2.179 -2.867 -5.412
H -2.076 -2.436 -1.904
C 1.649 -1.483 -5.010
H 4.027 -0.578 0.739
*
```

Number 1: electronic energy -268.02052 Eh. Number 2: electronic energy -2138.89425 Eh. Number 3: electronic energy -260.62015 Eh. Number 4: electronic energy -6432.74544 Eh.